#a
The following is a DFT calculation (ωB97M-V with the def2-TZVPD basis set) of a 2-piece molecular cluster, C3H8N4O overall.

Structure (ORCA input):
```
! RIJCOSX wB97M-V def2-TZVPD def2/J DEFGRID3
* xyz 0 1
C 0.48 0.58 -1.51
N 1.22 0.20 0.81
C -1.94 0.43 0.87
C 0.62 -0.34 -0.35
N -2.31 -0.85 0.95
O 2.53 0.70 0.59
N -2.00 1.55 0.57
N 0.23 -1.55 -0.36
H 2.54 1.67 0.54
H 1.32 -0.14 1.76
H -3.11 -1.11 0.39
H -1.52 -1.48 0.77
H 0.63 -2.16 0.35
H -0.05 1.49 -1.22
H 1.47 0.90 -1.84
H -0.08 0.09 -2.30
*
```

Calculated values
**HOMO**: -9.48 eV
**SMILES string**: [H]/N=C(/C)NO.N#CN
**Gap between HOMO and LUMO**: 10.227 eV
**M**: 116.12 Da

***

#b
The following is a DFT calculation (ωB97M-V with the def2-TZVPD basis set) of C3H8N4O in the gas phase.

Structure (ORCA input):
```
! RIJCOSX wB97M-V def2-TZVPD def2/J DEFGRID3
* xyz 0 1
C 1.93 -0.93 -0.16
N 0.13 0.63 0.17
C 0.49 -0.75 0.27
N 1.09 1.65 0.20
N -2.61 -0.82 -0.36
C -1.22 0.99 0.21
N -2.15 0.16 0.45
O -0.19 -1.75 0.31
H 1.32 2.01 -0.73
H 1.00 2.53 0.70
H -3.33 -1.36 0.11
H -1.88 -1.48 -0.66
H -1.43 2.04 0.38
H 2.14 -1.98 -0.32
H 2.60 -0.47 0.56
H 2.10 -0.46 -1.13
*
```

Calculated values
**HOMO (alpha / beta)**: -7.50 / -7.50 eV
**SMILES string**: CC(=O)N(N)/C=N\N
**Gap between HOMO and LUMO (alpha / beta)**: 8.037 / 8.037 eV
**M**: 116.12 Da

***

Q: Which of them is the least stable? A: #b.

***

#a
The following is a DFT calculation (ωB97M-V with the def2-TZVPD basis set) of C6H14 as an isolated structure.

Structure (ORCA input):
```
! RIJCOSX wB97M-V def2-TZVPD def2/J DEFGRID3
* xyz 0 1
C -2.43 -0.13 0.87
C -1.36 0.86 0.37
C -0.18 0.19 -0.29
C 0.89 -0.17 0.56
C 1.57 -1.47 0.54
C 2.65 -0.61 -0.14
H -3.32 0.37 1.25
H -2.76 -0.75 0.02
H -2.05 -0.83 1.62
H -1.06 1.48 1.25
H -1.91 1.50 -0.32
H -1.96 2.08 -3.10
H 0.00 0.51 -1.30
H 1.15 0.48 1.41
H 1.05 -2.17 -0.09
H -1.30 1.74 -3.14
H 1.92 -1.89 1.47
H 2.44 -0.10 -1.08
H 3.14 0.14 0.51
H 3.53 -1.25 -0.41
*
```

Calculated values
**HOMO**: -7.03 eV
**Gap between HOMO and LUMO**: 7.788 eV
**M**: 86.18 Da

***

#b
The following is a DFT calculation (ωB97M-V with the def2-TZVPD basis set) of C6H14 in the gas phase.

Structure (ORCA input):
```
! RIJCOSX wB97M-V def2-TZVPD def2/J DEFGRID3
* xyz 0 1
C 2.57 1.18 -1.29
C -2.69 -0.92 1.20
C 1.76 0.67 -0.04
C -1.71 -0.85 0.01
C 0.55 0.03 -0.61
C -0.47 -0.12 0.48
H 2.88 0.25 -1.88
H 3.46 1.70 -0.88
H 1.99 1.93 -1.82
H -2.35 -1.52 2.05
H -3.64 -1.45 0.89
H -2.86 0.16 1.52
H 2.29 -0.12 0.46
H 1.54 1.48 0.64
H -1.35 -1.84 -0.37
H -2.17 -0.43 -0.91
H 0.82 -0.87 -1.15
H 0.03 0.79 -1.18
H -0.70 0.83 0.99
H 0.04 -0.76 1.25
*
```

Calculated values
**HOMO**: -10.24 eV
**SMILES string**: CCCCCC
**Gap between HOMO and LUMO**: 11.492 eV
**M**: 86.18 Da

***

Q: Which of them is the least stable? A: #a.

***

#a
The following is a DFT calculation (ωB97M-V with the def2-TZVPD basis set) of C11H16N2O in the gas phase.

Structure (ORCA input):
```
! RIJCOSX wB97M-V def2-TZVPD def2/J DEFGRID3
* xyz 0 1
C -0.18 -2.43 -0.77
C 0.16 -0.23 -1.60
C 0.65 0.17 -2.86
C 1.56 1.30 -2.79
C 1.29 1.69 -0.57
C 0.27 0.60 -0.37
C -0.25 0.58 1.06
C -1.90 1.10 1.32
C -2.34 -0.26 1.92
C -1.16 -0.86 2.60
C 1.47 -0.74 1.95
H -1.14 -3.18 -0.31
H 0.38 -2.57 -1.80
H 0.59 -2.10 0.15
H -0.09 0.07 -3.81
H 2.25 1.82 -3.47
H 1.65 2.30 0.25
H 0.41 1.54 1.34
H -2.65 1.36 0.49
H -1.81 2.09 2.05
H -2.48 -1.00 1.06
H -3.43 -0.44 2.54
H -1.38 -2.01 2.92
H -0.85 -0.51 3.81
H 1.42 -0.29 3.03
H 1.90 -0.28 1.18
H 1.64 -1.72 2.27
N 1.88 2.03 -1.73
N 0.02 -0.70 1.74
O -0.90 -1.23 -1.38
*
```

Calculated values
**HOMO**: -8.29 eV
**SMILES string**: COc1ccncc1[C@H]1CCCN1C
**Gap between HOMO and LUMO**: 8.882 eV
**M**: 192.26 Da

***

#b
The following is a DFT calculation (ωB97M-V with the def2-TZVPD basis set) of a 2-piece molecular cluster, C11H16N2O overall.

Structure (ORCA input):
```
! RIJCOSX wB97M-V def2-TZVPD def2/J DEFGRID3
* xyz 0 1
C 2.09 -1.80 -4.27
C 2.33 -0.63 -3.51
C 1.43 -0.24 -2.52
C 0.28 -0.98 -2.20
C -0.74 -0.47 -1.21
C -0.41 0.58 -0.25
C -1.26 1.04 0.69
O -1.85 -1.03 -1.15
C 0.04 -2.14 -2.98
C 0.92 -2.54 -3.98
H 2.80 -2.12 -5.01
H 3.24 -0.06 -3.68
H 1.60 0.71 -1.99
H 0.67 0.82 -0.13
H -1.06 2.16 0.86
H -2.34 0.72 0.68
H -0.88 -2.71 -2.81
H 0.75 -3.46 -4.54
C -1.75 1.60 3.50
N -0.73 1.05 2.61
C -0.34 -0.27 3.13
N 0.42 1.88 2.83
H -2.61 0.93 3.58
H -1.28 1.68 4.49
H -2.07 2.61 3.22
H -1.19 -0.93 3.20
H 0.46 -0.71 2.54
H 0.05 -0.08 4.12
H 1.21 1.53 2.30
H 0.23 2.83 2.49
*
```

Calculated values
**HOMO**: -7.42 eV
**SMILES string**: C=CC(=O)c1ccccc1.CN(C)N
**Gap between HOMO and LUMO**: 8.044 eV
**M**: 192.26 Da

***

Q: Which of them is the least stable? A: #a.